Entry 1:
{"formula": "C33H33As2Br2NOPtS", "method": "ωB97M-V/def2-TZVPD", "e_homo_ev": -7.39, "charge": 0, "de_lowest_kj_mol": 32.06, "e_tot_ev": -314139.356, "e_lumo_ev": -0.31, "homo_lumo_gap_ev": 7.1, "symbols": ["Pt", "S", "C", "C", "C", "C", "C", "C", "As", "C", "C", "C", "C", "C", "C", "C", "C", "C", "C", "C", "C", "H", "H", "H", "H", "H", "H", "H", "H", "H", "H", "H", "H", "H", "H", "Br", "C", "C", "C", "Br", "C", "C", "C", "C", "N", "C", "C", "O", "H", "H", "H", "H", "C", "C", "As", "C", "C", "C", "C", "H", "H", "H", "H", "H", "H", "H", "H", "H", "H", "H", "H", "H", "H", "H"], "positions_angstrom": [[0.26, -1.40, -0.22], [-1.87, -2.41, -0.21], [-2.76, -1.48, 0.99], [-3.51, -2.19, 1.93], [-4.27, -1.52, 2.88], [-4.30, -0.14, 2.90], [-3.56, 0.57, 1.96], [-2.78, -0.08, 1.01], [-1.73, 0.87, -0.34], [-2.48, 2.69, -0.12], [-2.16, 3.54, 0.93], [-2.72, 4.81, 1.00], [-3.59, 5.25, 0.01], [-3.90, 4.41, -1.05], [-3.35, 3.14, -1.11], [-0.09, 1.16, 0.72], [-0.07, 1.18, 2.11], [1.07, 1.53, 2.81], [2.23, 1.86, 2.12], [2.24, 1.84, 0.73], [1.09, 1.50, 0.04], [-3.49, -3.27, 1.91], [-4.83, -2.09, 3.61], [-4.89, 0.39, 3.63], [-3.60, 1.65, 1.97], [-1.47, 3.22, 1.70], [-2.47, 5.47, 1.83], [-4.02, 6.24, 0.06], [-4.58, 4.74, -1.83], [-3.59, 2.48, -1.94], [-0.97, 0.91, 2.66], [1.06, 1.54, 3.89], [3.13, 2.11, 2.66], [3.14, 2.09, 0.19], [1.09, 1.53, -1.04], [5.49, -0.91, -0.25], [4.35, -1.17, 1.24], [4.87, -1.08, 2.53], [4.05, -1.25, 3.62], [4.80, -1.06, 5.36], [2.68, -1.52, 3.46], [1.76, -1.72, 4.51], [0.44, -1.98, 4.23], [0.03, -2.03, 2.90], [0.86, -1.84, 1.90], [2.17, -1.60, 2.14], [3.00, -1.42, 0.98], [2.51, -1.48, -0.21], [5.92, -0.87, 2.66], [2.11, -1.66, 5.53], [-0.28, -2.14, 5.02], [-1.01, -2.24, 2.65], [-0.14, 1.27, -3.68], [-0.43, -0.23, -3.76], [0.74, -1.30, -2.60], [2.55, -0.89, -3.24], [2.69, -0.94, -4.75], [0.44, -3.14, -3.24], [-0.20, -3.29, -4.61], [-0.75, 1.82, -4.39], [0.91, 1.48, -3.90], [-0.37, 1.65, -2.68], [-0.33, -0.57, -4.79], [-1.45, -0.43, -3.43], [3.21, -1.60, -2.75], [2.82, 0.10, -2.85], [2.58, -1.97, -5.12], [3.68, -0.58, -5.05], [1.95, -0.32, -5.25], [-0.18, -3.62, -2.48], [1.42, -3.63, -3.21], [-1.23, -2.92, -4.60], [-0.23, -4.34, -4.91], [0.34, -2.74, -5.38]]}

---

Entry 2:
{"formula": "C10H34N9O7", "method": "ωB97M-V/def2-TZVPD", "e_homo_ev": -6.83, "charge": -1, "e_tot_ev": -38670.643, "e_lumo_ev": 2.51, "homo_lumo_gap_ev": 9.3, "symbols": ["O", "H", "C", "C", "O", "H", "H", "H", "H", "H", "H", "C", "O", "N", "N", "H", "H", "H", "H", "C", "O", "N", "N", "H", "H", "H", "H", "C", "O", "N", "N", "H", "H", "H", "H", "C", "O", "N", "N", "H", "H", "H", "H", "C", "C", "C", "O", "C", "N", "H", "H", "H", "H", "H", "H", "H", "H", "H", "H", "H"], "positions_angstrom": [[-0.08, 1.02, 0.95], [-0.28, 0.13, 1.26], [1.00, -2.43, 2.48], [0.97, -3.94, 2.56], [2.29, -4.47, 2.59], [1.67, -1.96, 3.18], [-0.01, -2.09, 2.76], [1.12, -2.05, 1.47], [0.46, -4.38, 1.70], [0.47, -4.23, 3.49], [2.29, -5.42, 2.52], [1.09, 1.80, -2.31], [1.76, 1.83, -3.34], [1.65, 1.68, -1.08], [-0.26, 1.67, -2.25], [2.64, 1.51, -0.99], [1.07, 1.51, -0.25], [-0.90, 2.11, -2.88], [-0.59, 1.14, -1.46], [-2.46, 1.05, 3.65], [-3.40, 1.11, 4.42], [-2.57, 1.27, 2.31], [-1.19, 0.76, 4.01], [-3.46, 1.48, 1.91], [-1.73, 1.19, 1.73], [-0.98, 0.72, 4.99], [-0.49, 0.93, 3.31], [0.09, 4.76, 1.58], [0.59, 5.80, 1.99], [-1.16, 4.29, 1.87], [0.80, 3.86, 0.83], [-1.77, 4.66, 2.58], [-1.42, 3.36, 1.58], [1.73, 4.16, 0.59], [0.34, 3.00, 0.59], [3.17, 0.88, 2.68], [4.23, 0.70, 3.25], [2.19, 1.73, 3.17], [2.77, 0.25, 1.54], [1.45, 1.99, 2.53], [2.38, 2.16, 4.05], [1.80, 0.34, 1.25], [3.37, -0.32, 0.99], [-1.72, -2.00, -6.18], [-1.68, -2.40, -4.71], [-0.68, -1.68, -3.86], [-0.51, -2.41, -2.66], [0.18, -1.64, -1.68], [-3.04, -2.25, -4.17], [-2.44, -2.60, -6.74], [-0.77, -2.13, -6.70], [-2.05, -0.97, -6.31], [-1.47, -3.48, -4.73], [-1.02, -0.66, -3.63], [0.27, -1.58, -4.40], [1.12, -1.20, -2.01], [0.45, -2.34, -0.88], [-0.50, -0.89, -1.28], [-3.01, -2.59, -3.21], [-3.76, -2.73, -4.68]]}

---

Entry 3:
{"formula": "C10H29NO7Zn", "method": "ωB97M-V/def2-TZVPD", "e_homo_ev": -14.29, "charge": 2, "e_tot_ev": -75059.017, "e_lumo_ev": -10.01, "homo_lumo_gap_ev": 4.3, "symbols": ["Zn", "C", "C", "C", "O", "C", "N", "H", "H", "H", "H", "H", "H", "H", "H", "H", "H", "H", "C", "C", "O", "O", "H", "H", "H", "H", "H", "H", "C", "C", "O", "O", "H", "H", "H", "H", "H", "H", "C", "C", "O", "O", "H", "H", "H", "H", "H", "H"], "positions_angstrom": [[-12.96, 7.75, 15.02], [-18.14, 6.47, 16.05], [-16.91, 7.31, 16.45], [-16.90, 7.63, 18.02], [-18.03, 8.29, 18.62], [-18.00, 8.36, 20.00], [-15.73, 6.50, 16.21], [-19.03, 7.09, 16.16], [-18.24, 5.51, 16.56], [-18.39, 6.32, 15.00], [-16.87, 8.25, 15.91], [-15.98, 8.22, 18.13], [-16.69, 6.73, 18.58], [-17.82, 7.41, 20.50], [-18.87, 8.71, 20.55], [-17.18, 9.02, 20.29], [-16.13, 5.90, 15.50], [-15.92, 5.77, 16.88], [-11.15, 10.76, 14.79], [-12.61, 11.35, 14.67], [-13.46, 10.31, 15.16], [-11.04, 9.51, 14.17], [-10.73, 10.68, 15.79], [-10.35, 11.39, 14.41], [-12.77, 11.78, 13.68], [-12.58, 12.24, 15.30], [-14.31, 10.75, 15.18], [-10.18, 9.62, 13.76], [-10.79, 6.23, 17.55], [-10.25, 5.66, 16.18], [-11.29, 5.59, 15.20], [-11.66, 7.31, 17.29], [-10.07, 6.72, 18.21], [-11.31, 5.41, 18.04], [-9.71, 4.72, 16.21], [-9.56, 6.27, 15.61], [-11.29, 4.77, 14.69], [-11.56, 7.97, 17.98], [-14.63, 8.73, 11.26], [-16.09, 9.15, 11.21], [-16.52, 10.16, 12.17], [-14.37, 7.67, 12.11], [-14.07, 9.63, 11.47], [-14.23, 8.32, 10.33], [-16.68, 8.28, 11.48], [-16.37, 9.42, 10.19], [-17.03, 10.84, 11.73], [-14.09, 6.99, 11.49]]}

---

Entry 4:
{"formula": "C42H34N4O4TeTi", "method": "ωB97M-V/def2-TZVPD", "e_homo_ev": [-5.62, -7.48], "charge": 0, "de_lowest_kj_mol": 254.08, "e_tot_ev": -88664.990, "e_lumo_ev": [0.10, -0.38], "homo_lumo_gap_ev": [5.7, 7.1], "spin_multiplicity": 3, "symbols": ["Ti", "O", "C", "C", "C", "C", "C", "C", "C", "O", "N", "N", "C", "C", "C", "C", "C", "C", "N", "H", "H", "H", "H", "H", "H", "H", "H", "H", "H", "C", "C", "C", "C", "C", "O", "C", "C", "C", "C", "C", "C", "C", "O", "C", "C", "C", "N", "C", "C", "Te", "C", "C", "C", "C", "C", "C", "C", "C", "C", "C", "C", "C", "H", "H", "H", "H", "H", "H", "H", "H", "H", "H", "H", "H", "H", "H", "H", "H", "H", "H", "H", "H", "H", "H", "H", "H"], "positions_angstrom": [[-0.81, 0.09, -1.14], [2.22, 3.47, -1.15], [1.91, 3.90, -2.40], [2.36, 5.14, -2.84], [2.11, 5.57, -4.13], [1.43, 4.75, -5.01], [0.98, 3.51, -4.58], [1.18, 3.07, -3.27], [0.53, 1.83, -2.83], [0.20, 1.65, -1.57], [0.09, 0.97, -3.73], [-0.77, 0.14, -3.09], [-1.54, -0.77, -3.66], [-2.63, -1.15, -2.83], [-3.63, -2.07, -3.20], [-4.72, -2.26, -2.40], [-4.82, -1.53, -1.20], [-3.79, -0.69, -0.86], [-2.72, -0.46, -1.63], [2.80, 4.10, -0.73], [2.91, 5.78, -2.15], [2.45, 6.55, -4.45], [1.24, 5.07, -6.03], [0.43, 2.86, -5.24], [-1.42, -1.13, -4.67], [-3.51, -2.62, -4.13], [-5.49, -2.96, -2.68], [-5.67, -1.65, -0.55], [-3.83, -0.14, 0.08], [2.95, -4.57, 2.38], [1.96, -3.75, 1.59], [0.87, -4.35, 0.97], [0.02, -3.63, 0.12], [-1.27, -4.19, -0.35], [-2.17, -3.49, -0.77], [-1.52, -5.65, -0.18], [-2.72, -6.06, 0.38], [-2.99, -7.41, 0.54], [-2.07, -8.36, 0.13], [-0.88, -7.96, -0.46], [-0.60, -6.61, -0.61], [0.31, -2.25, -0.11], [-0.17, -1.57, -1.12], [1.18, -1.59, 0.81], [2.07, -2.38, 1.55], [0.98, -0.19, 1.05], [-0.18, 0.37, 0.69], [-0.52, 1.69, 1.20], [-1.76, 2.22, 0.45], [-1.46, 4.14, -0.45], [-0.87, 4.98, 1.42], [-1.58, 4.73, 2.58], [-1.12, 5.20, 3.81], [0.05, 5.94, 3.87], [0.75, 6.22, 2.71], [0.30, 5.74, 1.49], [2.03, 0.56, 1.78], [2.20, 0.46, 3.16], [3.24, 1.13, 3.79], [4.12, 1.90, 3.06], [3.95, 2.01, 1.68], [2.92, 1.35, 1.05], [2.52, -5.53, 2.68], [3.27, -4.04, 3.28], [3.84, -4.77, 1.78], [0.66, -5.39, 1.16], [-3.44, -5.31, 0.68], [-3.93, -7.72, 1.00], [-2.28, -9.42, 0.26], [-0.17, -8.70, -0.80], [0.32, -6.29, -1.08], [2.82, -1.89, 2.17], [0.32, 2.38, 1.10], [-0.74, 1.61, 2.27], [-2.63, 2.27, 1.09], [-2.00, 1.56, -0.40], [-2.51, 4.17, 2.54], [-1.69, 5.00, 4.71], [0.41, 6.29, 4.83], [1.66, 6.81, 2.76], [0.84, 5.96, 0.58], [1.51, -0.15, 3.74], [3.36, 1.04, 4.87], [4.93, 2.42, 3.55], [4.65, 2.61, 1.10], [2.78, 1.42, -0.02]]}

---

Entry 5:
{"formula": "C4H6N2O", "method": "ωB97M-V/def2-TZVPD", "e_homo_ev": -8.62, "charge": 0, "de_lowest_kj_mol": 411.68, "e_tot_ev": -9269.235, "smiles": "CNC(=O)N1C=C1", "e_lumo_ev": 0.76, "homo_lumo_gap_ev": 9.4, "symbols": ["O", "C", "N", "C", "C", "C", "N", "H", "H", "H", "H", "H", "H"], "positions_angstrom": [[1.48, 1.85, 0.94], [0.89, 1.01, 0.29], [1.32, -0.29, 0.23], [0.45, -1.41, -0.07], [-1.35, 0.47, -0.87], [-1.57, 1.18, 0.16], [-0.25, 1.44, -0.49], [2.07, -0.46, 0.88], [0.91, -2.34, 0.25], [0.27, -1.48, -1.15], [-1.57, -0.23, -1.66], [-0.52, -1.31, 0.43], [-2.10, 1.50, 1.04]]}